The following is a quantum chemistry calculation of the molecule C4H12N2O2, from the Open Molecules 2025 dataset.

The geometry in XYZ format:
```
20
Properties=species:S:1:pos:R:3:mulliken_charge:R:1
C 1.235 -1.455 -0.312 -0.308
C -0.691 0.303 -0.705 0.129
C -0.293 -1.163 -0.624 -0.754
C -1.462 0.725 0.665 -0.867
N 0.397 1.251 -0.953 -0.724
N -0.499 1.000 1.734 -0.591
O 2.082 -0.945 -1.314 -0.586
O 1.619 -0.962 0.947 -0.552
H 1.819 -0.018 -1.500 0.445
H 1.785 -0.016 0.784 0.412
H 1.374 -2.541 -0.289 0.422
H -1.419 0.403 -1.519 0.474
H 0.652 1.630 -0.025 0.286
H 0.017 2.073 -1.426 0.287
H -1.000 1.310 2.568 0.264
H -0.032 0.126 1.999 0.197
H -0.506 -1.631 -1.591 0.320
H -0.869 -1.707 0.131 0.333
H -2.191 -0.030 0.978 0.403
H -2.017 1.646 0.456 0.411
```

Properties
- Charge: 0
- Structure (SMILES): NC[C@@H](N)CC(O)O
- E_tot: -419.590106 hartree
- Spin multiplicity: 1

The following is a quantum chemistry calculation of a cluster of 2 separate species, C11H8BrF4NO6PS in total, from the Open Molecules 2025 dataset.

The geometry in XYZ format:
```
33
Properties=species:S:1:pos:R:3:mulliken_charge:R:1
O -4.693 -0.756 1.045 -0.609
P -3.614 -1.758 1.163 0.396
C -1.891 -1.235 1.000 1.263
C -1.054 -2.059 0.238 -0.284
C 0.285 -1.760 0.040 -0.937
C 0.745 -0.601 0.620 0.272
C -0.069 0.243 1.369 0.439
C -1.397 -0.072 1.586 -0.586
Br -2.470 1.016 2.681 -0.115
C 0.767 1.396 1.815 0.423
O 0.472 2.325 2.522 -0.600
N 2.042 1.220 1.243 0.252
C 3.213 1.737 1.939 -0.715
C 3.323 3.252 1.852 -0.329
F 3.052 3.682 0.560 -0.305
C 2.118 -0.035 0.605 0.014
O 3.129 -0.532 0.180 -0.628
H -3.616 -2.429 2.406 0.073
H -3.684 -2.807 0.231 0.033
H -1.474 -2.941 -0.232 0.164
H 0.938 -2.385 -0.551 0.363
H 3.170 1.439 2.991 0.331
H 4.079 1.285 1.459 0.438
H 2.618 3.734 2.528 0.240
H 4.343 3.560 2.095 0.344
C -1.402 -0.281 -4.670 0.485
F -0.976 0.989 -4.604 -0.239
F -2.694 -0.254 -5.030 -0.239
F -0.722 -0.880 -5.662 -0.234
S -1.166 -1.157 -3.067 1.328
O -1.962 -0.371 -2.146 -0.639
O 0.267 -1.078 -2.864 -0.672
O -1.676 -2.485 -3.344 -0.727
```

Properties
- Charge: -1
- E_tot: -4643.352738 hartree
- Spin multiplicity: 1

The following is a quantum chemistry calculation of a structure of composition C6H5O3PS, from the Open Molecules 2025 dataset.

The geometry in XYZ format:
```
16
Properties=species:S:1:pos:R:3:mulliken_charge:R:1
C 1.465 -0.062 -0.022 -0.564
C 0.519 -1.092 0.502 -0.341
C 0.716 0.742 -0.824 -0.597
C -0.521 -1.384 -0.450 -0.336
C -0.837 -0.474 0.675 0.154
C -0.637 0.131 -0.716 0.689
O -2.054 -0.235 1.324 -0.456
O -1.792 0.748 -1.109 -0.520
O -3.634 1.733 0.607 -0.481
P -3.019 0.343 0.112 0.690
S -4.342 -0.945 -0.399 -0.368
H 2.494 0.123 0.216 0.452
H 0.956 -1.889 1.137 0.410
H 0.830 1.674 -1.346 0.465
H -1.404 -1.922 -0.693 0.417
H -3.724 2.435 -0.137 0.388
```

Properties
- Charge: 0
- E_tot: -1196.802079 hartree
- Spin multiplicity: 1

The following is a quantum chemistry calculation of a cluster of 9 separate species, C38H46Cl8 in total, from the Open Molecules 2025 dataset.

The geometry in XYZ format:
```
92
Properties=species:S:1:pos:R:3:mulliken_charge:R:1
C 1.854 -5.726 -1.196 -0.392
C 2.427 -4.469 -1.338 -0.294
C 2.637 -3.964 -2.615 -0.106
C 2.232 -4.660 -3.737 -0.500
C 1.747 -5.924 -3.548 -0.451
C 1.541 -6.457 -2.321 -0.504
H 1.714 -6.163 -0.188 0.393
H 2.918 -3.941 -0.517 0.355
H 3.132 -2.981 -2.673 0.318
H 2.321 -4.253 -4.704 0.527
H 1.525 -6.552 -4.417 0.325
H 1.186 -7.463 -2.114 0.388
C 3.090 7.319 1.847 -0.424
C 4.179 7.449 0.990 -0.230
C 4.096 7.280 -0.401 -0.536
C 2.866 6.984 -0.976 -0.293
C 1.774 6.884 -0.114 -0.346
C 1.865 7.047 1.268 -0.242
H 3.242 7.295 2.952 0.312
H 5.115 7.719 1.443 0.341
H 4.936 7.399 -1.041 0.394
H 2.675 6.815 -2.022 0.389
H 0.825 6.490 -0.507 0.317
H 1.006 6.839 1.934 0.318
C -1.955 -2.139 1.810 -0.277
C -1.963 -3.364 1.103 -0.767
C -0.907 -4.221 1.243 -0.126
C 0.161 -3.897 2.119 -0.789
C 0.129 -2.713 2.832 -0.143
C -0.947 -1.815 2.689 -0.561
H -2.780 -1.422 1.785 0.491
H -2.845 -3.500 0.477 0.579
H -0.953 -5.177 0.717 0.361
H 0.969 -4.622 2.183 0.388
H 0.983 -2.427 3.436 0.410
H -0.950 -0.857 3.180 0.428
C -5.556 1.913 1.971 -0.680
C -6.706 2.253 2.692 -0.332
C -6.689 2.889 3.911 -0.511
C -5.460 3.306 4.433 -0.211
C -4.284 3.082 3.674 -0.586
C -4.347 2.344 2.485 0.097
H -5.536 1.328 1.122 0.616
H -7.697 1.972 2.403 0.332
H -7.541 3.155 4.564 0.316
H -5.259 3.898 5.355 0.283
H -3.375 3.525 4.082 0.335
H -3.427 2.004 2.022 0.353
C 2.396 -0.706 -0.343 -0.554
C 1.075 -1.131 -0.683 0.628
C 0.003 -0.303 -0.365 0.479
C 0.180 0.927 0.257 -0.480
C 1.495 1.377 0.623 -0.638
C 2.574 0.549 0.310 -0.765
H 3.214 -1.366 -0.622 0.303
H 0.935 -2.083 -1.192 -0.238
H -1.047 -0.556 -0.490 0.132
H -0.632 1.574 0.571 0.190
H 1.703 2.322 1.205 0.399
H 3.546 0.823 0.670 0.497
Cl -3.220 -3.031 -2.167 -0.210
C -1.632 -3.924 -2.355 0.240
C -1.318 -4.142 -3.870 0.020
Cl -0.966 -2.618 -4.711 -0.182
H -1.930 -4.935 -2.020 0.348
H -0.949 -3.391 -1.724 -0.445
H -2.252 -4.541 -4.360 0.419
H -0.384 -4.678 -3.885 -0.200
Cl -1.030 1.738 -5.392 -0.185
C 0.280 1.231 -4.299 -0.168
C 0.594 2.181 -3.122 0.215
Cl 1.409 3.712 -3.620 -0.198
H 1.219 1.156 -4.930 0.444
H 0.017 0.158 -4.003 -0.078
H 1.235 1.674 -2.412 -0.091
H -0.321 2.587 -2.597 0.107
Cl -5.577 0.286 -2.510 -0.217
C -4.007 0.693 -3.337 -0.586
C -2.858 0.608 -2.311 1.021
Cl -2.998 1.899 -1.038 -0.174
H -4.127 1.719 -3.655 0.438
H -3.863 0.046 -4.178 0.400
H -1.946 0.738 -2.896 -0.535
H -2.802 -0.332 -1.820 -0.400
Cl 5.177 -1.732 2.937 -0.175
C 4.590 -0.699 4.273 -0.457
C 4.685 -1.356 5.594 -0.385
Cl 6.429 -1.444 6.006 -0.199
H 3.548 -0.535 4.036 0.220
H 5.101 0.248 4.188 0.376
H 4.310 -2.367 5.517 0.288
H 4.177 -0.860 6.427 0.332
```

Properties
- Charge: 0
- Structure (SMILES): c1ccccc1.c1ccccc1.c1ccccc1.c1ccccc1.c1ccccc1.ClCCCl.ClCCCl.ClCCCl.ClCCCl
- E_tot: -5157.066550 hartree
- Spin multiplicity: 1

The following is a quantum chemistry calculation of a structure of composition C20H30BrCoO10, from the Open Molecules 2025 dataset.

The geometry in XYZ format:
```
62
Properties=species:S:1:pos:R:3:mulliken_charge:R:1
Co -0.091 0.160 1.709 0.985
Br -0.303 0.113 5.377 0.007
O -1.539 -3.601 1.049 -0.631
C -1.796 -4.721 0.564 0.502
O -2.610 -4.906 -0.512 -0.331
C -2.521 -6.196 -1.029 -0.392
C -1.419 -6.873 -0.203 -0.517
C -1.223 -6.086 1.018 -0.270
H -2.304 -6.160 -2.096 0.276
H -3.474 -6.715 -0.930 0.264
H -0.570 -6.850 -0.887 0.242
H -1.491 -7.912 0.118 0.351
H -0.196 -5.857 1.302 0.217
H -1.773 -6.518 1.853 0.289
O 3.488 -1.690 1.304 -0.686
C 4.256 -2.680 1.381 0.525
O 3.903 -3.739 1.975 -0.320
C 4.972 -4.697 2.030 -0.352
C 6.101 -4.191 1.213 -0.459
C 5.705 -2.724 0.875 -0.314
H 4.590 -5.593 1.542 0.260
H 5.200 -4.872 3.082 0.281
H 6.128 -4.861 0.353 0.239
H 7.029 -4.273 1.780 0.290
H 5.802 -2.506 -0.188 0.282
H 6.331 -2.039 1.448 0.254
O 1.539 3.804 1.786 -0.646
C 2.119 4.785 2.243 0.498
O 3.105 4.662 3.101 -0.330
C 3.713 5.946 3.447 -0.409
C 3.215 6.887 2.315 -0.514
C 1.902 6.264 1.875 -0.339
H 4.803 5.985 3.423 0.318
H 3.396 6.309 4.424 0.273
H 3.908 6.793 1.479 0.285
H 3.002 7.913 2.614 0.321
H 1.788 6.387 0.798 0.262
H 0.993 6.595 2.377 0.284
O -0.500 -0.244 -2.308 -0.632
C -0.879 -0.461 -3.442 0.545
O -0.092 -0.743 -4.439 -0.349
C -0.843 -0.928 -5.679 -0.380
C -2.216 -1.385 -5.188 -0.449
C -2.320 -0.505 -3.911 -0.396
H -0.332 -1.588 -6.379 0.314
H -0.912 0.054 -6.147 0.253
H -2.299 -2.429 -4.887 0.245
H -3.013 -1.185 -5.904 0.311
H -2.910 -0.905 -3.086 0.284
H -2.709 0.504 -4.047 0.256
O -3.333 2.410 0.980 -0.649
C -3.856 3.416 0.612 0.546
O -3.252 4.256 -0.150 -0.334
C -4.116 5.374 -0.462 -0.455
C -5.527 4.845 -0.317 -0.522
C -5.268 3.862 0.830 -0.355
H -4.031 5.790 -1.466 0.323
H -3.853 6.208 0.188 0.286
H -5.824 4.289 -1.206 0.287
H -6.281 5.593 -0.071 0.311
H -5.989 3.058 0.679 0.276
H -5.324 4.375 1.790 0.288
```

Properties
- Charge: +1
- <S²>: 3.7642
- E_tot: -5488.883535 hartree
- Spin multiplicity: 4

The following is a quantum chemistry calculation of the molecule C3H5NO3, from the Open Molecules 2025 dataset.

The geometry in XYZ format:
```
12
Properties=species:S:1:pos:R:3:mulliken_charge:R:1
N 0.788 1.839 -0.056 -0.586
C 0.640 0.429 0.072 0.884
O 1.895 0.904 0.305 -0.395
C -0.221 -0.185 1.168 -0.257
O -0.886 -1.256 0.523 -0.363
C -0.771 -1.019 -0.852 -0.132
O 0.465 -0.357 -1.049 -0.410
H -1.589 -0.377 -1.219 0.270
H 0.959 2.015 -1.052 0.284
H 0.397 -0.579 1.979 0.251
H -0.923 0.557 1.567 0.261
H -0.755 -1.970 -1.386 0.193
```

Properties
- Charge: 0
- Structure (SMILES): C1OC[C@]2(NO2)O1
- E_tot: -397.686679 hartree
- Spin multiplicity: 1